No. 1
{
  "formula": "C33H42BF4LiO13",
  "method": "the ωB97M-V functional and the def2-TZVPD basis",
  "species": ["Li", "B", "F", "F", "F", "F", "C", "O", "H", "H", "H", "H", "C", "O", "H", "H", "H", "H", "C", "O", "H", "H", "H", "H", "C", "C", "C", "C", "C", "C", "O", "O", "H", "H", "H", "H", "H", "H", "C", "C", "C", "C", "C", "C", "O", "O", "H", "H", "H", "H", "H", "H", "C", "C", "C", "C", "C", "C", "O", "O", "H", "H", "H", "H", "H", "H", "C", "C", "C", "C", "C", "C", "O", "O", "H", "H", "H", "H", "H", "H", "C", "C", "C", "C", "C", "C", "O", "O", "H", "H", "H", "H", "H", "H"],
  "positions_angstrom": [[-2.086, 2.776, 2.105], [-0.464, 0.458, 0.347], [-1.036, -0.788, 0.812], [-0.885, 0.827, -0.881], [-0.824, 1.424, 1.259], [0.991, 0.217, 0.282], [0.523, 3.998, 1.135], [-0.588, 4.110, 2.062], [1.177, 3.190, 1.481], [1.289, 4.692, 1.245], [-0.043, 4.163, 0.163], [-0.511, 4.938, 2.520], [-1.076, -1.354, 4.145], [-2.378, -1.207, 4.665], [-0.632, -0.798, 3.227], [-0.642, -2.415, 4.182], [-0.499, -0.797, 5.104], [-2.554, -1.931, 5.487], [-3.938, 0.361, 2.446], [-2.966, 1.142, 3.198], [-4.413, 1.075, 1.639], [-4.783, -0.065, 2.954], [-3.431, -0.556, 1.975], [-2.577, 0.298, 3.741], [0.899, -1.005, -4.256], [1.485, -1.766, -5.173], [0.935, -1.820, -6.510], [-0.110, -0.887, -6.858], [-0.570, 0.027, -5.895], [-0.103, -0.027, -4.569], [-0.695, 0.791, -3.630], [1.279, -2.699, -7.484], [1.241, -1.094, -3.165], [2.131, -2.392, -4.850], [-0.509, -0.628, -7.812], [-1.163, 0.881, -6.227], [-0.601, 0.628, -2.673], [1.062, -2.417, -8.313], [5.857, 3.168, -2.664], [5.653, 3.407, -1.367], [4.766, 2.576, -0.618], [4.008, 1.630, -1.330], [4.288, 1.283, -2.647], [5.311, 2.124, -3.339], [5.536, 1.922, -4.680], [4.553, 2.853, 0.612], [6.583, 3.706, -3.188], [6.141, 4.180, -0.672], [3.240, 1.038, -0.902], [3.945, 0.438, -3.053], [6.150, 2.461, -5.168], [3.928, 2.217, 1.003], [-2.410, -7.001, 0.358], [-2.739, -5.735, -0.016], [-1.795, -4.594, 0.126], [-0.538, -5.038, 0.441], [-0.124, -6.299, 0.791], [-1.039, -7.309, 0.749], [-0.807, -8.626, 1.100], [-2.108, -3.276, -0.043], [-3.037, -7.837, 0.146], [-3.717, -5.618, -0.366], [0.301, -4.162, 0.386], [0.926, -6.550, 1.148], [-0.013, -9.017, 1.495], [-1.543, -2.711, 0.326], [-5.813, 3.153, -1.377], [-4.508, 2.800, -1.030], [-3.794, 3.534, -0.060], [-4.386, 4.720, 0.624], [-5.637, 5.122, 0.073], [-6.322, 4.330, -0.872], [-7.566, 4.797, -1.182], [-2.532, 3.274, 0.203], [-6.368, 2.626, -2.107], [-3.972, 1.860, -1.402], [-3.821, 5.236, 1.399], [-6.142, 5.979, 0.503], [-7.639, 5.647, -0.990], [-2.129, 2.776, -0.332], [2.714, -2.357, 3.330], [2.234, -1.176, 2.709], [2.961, -0.067, 2.841], [4.164, -0.060, 3.572], [4.605, -1.171, 4.318], [3.791, -2.304, 4.250], [3.984, -3.547, 4.935], [2.567, 1.151, 2.311], [1.933, -3.113, 3.317], [1.226, -1.119, 2.299], [4.694, 0.740, 3.474], [5.205, -1.122, 5.044], [4.476, -3.275, 5.724], [1.782, 0.951, 1.944]],
  "e_lumo_ha": -0.0125,
  "homo_energy_ev": -7.1,
  "multiplicity": 1,
  "total_charge": 0
}

---

No. 2
{
  "formula": "C33H42Cl2N3O2SSi2TeTi",
  "method": "the ωB97M-V functional and the def2-TZVPD basis",
  "species": ["Ti", "O", "C", "C", "C", "C", "C", "C", "C", "N", "N", "C", "O", "C", "C", "C", "C", "C", "C", "H", "H", "H", "H", "H", "H", "H", "H", "H", "H", "Cl", "C", "Cl", "H", "H", "C", "C", "C", "C", "C", "C", "C", "C", "C", "S", "C", "N", "H", "H", "H", "H", "H", "H", "H", "H", "C", "Si", "C", "C", "C", "Te", "C", "Si", "C", "C", "C", "H", "H", "H", "H", "H", "H", "H", "H", "H", "H", "H", "H", "H", "H", "H", "H", "H", "H", "H", "H", "H", "H"],
  "positions_angstrom": [[0.346, 0.028, 0.527], [0.970, 0.361, 2.241], [2.252, 0.512, 2.550], [2.634, 1.416, 3.551], [3.962, 1.590, 3.873], [4.957, 0.854, 3.222], [4.594, -0.068, 2.266], [3.255, -0.258, 1.909], [2.877, -1.340, 1.004], [1.687, -1.420, 0.572], [1.207, -2.621, 0.047], [-0.103, -2.571, 0.034], [-0.782, -1.497, 0.378], [-0.840, -3.842, -0.163], [-0.244, -4.930, -0.797], [-0.909, -6.145, -0.857], [-2.166, -6.284, -0.278], [-2.765, -5.196, 0.343], [-2.104, -3.974, 0.395], [1.856, 1.970, 4.063], [4.232, 2.305, 4.642], [5.999, 0.990, 3.480], [5.349, -0.670, 1.770], [3.567, -2.153, 0.787], [0.741, -4.809, -1.230], [-0.441, -6.988, -1.351], [-2.679, -7.238, -0.316], [-3.746, -5.296, 0.793], [-2.551, -3.121, 0.891], [-1.640, 1.609, -0.127], [-2.804, 1.298, 1.208], [-2.071, 0.239, 2.418], [-3.671, 0.808, 0.787], [-3.044, 2.242, 1.678], [0.290, 3.400, 1.953], [1.461, 3.112, 1.056], [2.612, 3.930, 1.173], [3.693, 3.697, 0.389], [3.631, 2.694, -0.601], [4.689, 2.456, -1.510], [4.539, 1.514, -2.483], [3.340, 0.776, -2.591], [2.303, 0.954, -1.711], [0.792, 0.080, -1.875], [2.448, 1.932, -0.675], [1.394, 2.117, 0.198], [0.607, 4.000, 2.805], [-0.162, 2.483, 2.323], [-0.465, 3.964, 1.402], [2.620, 4.720, 1.912], [4.607, 4.270, 0.509], [5.595, 3.046, -1.436], [5.340, 1.334, -3.190], [3.224, 0.045, -3.383], [-2.536, -1.088, -5.984], [-1.619, -2.440, -5.094], [-1.884, -4.070, -5.963], [0.186, -2.015, -5.043], [-2.275, -2.645, -3.354], [-2.609, -0.825, -2.252], [-4.734, -0.883, -2.622], [-5.699, -1.918, -1.404], [-5.187, -1.483, 0.343], [-7.528, -1.559, -1.517], [-5.397, -3.730, -1.692], [-2.135, -0.942, -6.992], [-2.434, -0.147, -5.436], [-3.605, -1.310, -6.077], [-1.522, -4.032, -6.997], [-2.945, -4.336, -5.988], [-1.347, -4.876, -5.451], [0.554, -1.745, -6.039], [0.787, -2.854, -4.675], [0.356, -1.166, -4.373], [-1.568, -3.230, -2.757], [-3.228, -3.178, -3.350], [-4.846, -1.249, -3.648], [-5.083, 0.155, -2.608], [-5.587, -0.505, 0.638], [-4.094, -1.458, 0.426], [-5.563, -2.221, 1.061], [-7.739, -0.501, -1.328], [-8.066, -2.146, -0.764], [-7.945, -1.814, -2.498], [-4.352, -3.989, -1.488], [-5.621, -4.016, -2.726], [-6.027, -4.337, -1.034]],
  "e_lumo_ha": [0.0001, 0.0010],
  "homo_energy_ev": [-6.9, -6.9],
  "multiplicity": 2,
  "s2": 0.7533,
  "total_charge": 0
}

---

No. 3
{
  "formula": "C33H42LiN5O7SSi",
  "method": "the ωB97M-V functional and the def2-TZVPD basis",
  "species": ["Li", "O", "C", "O", "C", "C", "C", "N", "C", "C", "C", "C", "C", "C", "C", "N", "C", "C", "C", "C", "C", "N", "H", "H", "H", "H", "H", "H", "H", "H", "H", "H", "C", "C", "C", "C", "O", "Si", "S", "O", "C", "C", "C", "C", "O", "C", "C", "C", "C", "H", "H", "H", "H", "H", "H", "H", "H", "H", "H", "H", "H", "H", "H", "H", "H", "H", "H", "H", "H", "H", "H", "H", "H", "H", "H", "H", "C", "N", "C", "C", "C", "O", "N", "C", "O", "H", "H", "H", "H", "H"],
  "positions_angstrom": [[-5.174, -16.720, 4.278], [-10.221, -20.086, 0.954], [-9.125, -19.831, 0.403], [-8.847, -20.029, -0.821], [-8.068, -19.144, 1.235], [-6.754, -18.698, 0.886], [-6.001, -17.867, 1.737], [-6.413, -17.642, 3.019], [-7.533, -18.135, 3.399], [-8.359, -18.903, 2.611], [-7.993, -17.701, 4.747], [-9.358, -17.849, 5.134], [-9.746, -17.531, 6.418], [-8.860, -16.845, 7.296], [-7.623, -16.620, 6.783], [-7.161, -17.216, 5.638], [-4.772, -17.122, 1.363], [-3.988, -17.509, 0.225], [-2.907, -16.682, -0.112], [-2.579, -15.617, 0.700], [-3.236, -15.527, 1.917], [-4.332, -16.226, 2.289], [-6.349, -18.999, -0.059], [-9.304, -19.290, 3.049], [-10.083, -18.265, 4.406], [-10.705, -17.973, 6.714], [-9.189, -16.492, 8.247], [-6.756, -16.134, 7.316], [-4.242, -18.333, -0.450], [-2.341, -16.896, -1.042], [-1.729, -14.949, 0.416], [-2.919, -14.759, 2.602], [-0.567, -17.580, 6.827], [-0.748, -18.634, 7.898], [0.609, -18.672, 8.664], [-1.967, -18.326, 8.703], [-0.997, -19.995, 7.328], [-1.300, -20.368, 5.768], [-2.912, -19.479, 4.810], [-1.532, -22.050, 5.731], [-2.728, -22.846, 5.873], [-2.178, -24.257, 6.247], [-3.505, -22.912, 4.552], [-3.553, -22.246, 6.978], [0.106, -20.037, 4.977], [0.681, -20.559, 3.752], [1.058, -21.999, 3.988], [1.954, -19.735, 3.530], [-0.346, -20.339, 2.621], [-0.302, -16.553, 7.146], [-1.493, -17.513, 6.211], [0.140, -17.917, 6.037], [0.817, -17.819, 9.331], [1.386, -18.889, 7.939], [0.729, -19.627, 9.218], [-1.972, -17.249, 9.019], [-2.001, -19.024, 9.514], [-2.838, -18.510, 8.059], [-1.580, -24.636, 5.392], [-2.960, -24.955, 6.617], [-1.423, -24.104, 7.064], [-2.890, -23.334, 3.765], [-3.721, -21.849, 4.249], [-4.432, -23.439, 4.653], [-3.107, -22.335, 7.970], [-4.514, -22.757, 7.072], [-3.810, -21.248, 6.800], [1.763, -21.977, 4.745], [1.423, -22.442, 3.017], [0.169, -22.638, 4.227], [2.687, -19.907, 4.322], [1.654, -18.704, 3.500], [2.477, -20.042, 2.608], [-1.256, -20.960, 2.695], [0.082, -20.456, 1.630], [-0.773, -19.334, 2.687], [-3.594, -12.586, 5.529], [-4.229, -13.254, 6.648], [-4.585, -12.480, 7.768], [-4.970, -13.141, 8.862], [-5.207, -14.556, 8.782], [-5.832, -15.218, 9.655], [-4.892, -15.261, 7.641], [-4.509, -14.637, 6.538], [-4.572, -15.194, 5.429], [-2.612, -13.023, 5.373], [-3.407, -11.466, 5.744], [-4.099, -12.793, 4.593], [-4.288, -11.452, 7.595], [-5.197, -12.549, 9.815]],
  "e_lumo_ha": 0.1391,
  "homo_energy_ev": -2.1,
  "multiplicity": 1,
  "total_charge": -2
}

---

Strongest force on any atom / Eh/bohr: 0.2071; 0.0538; 0.0720
E_tot / eV: -73269.1362; -125517.1142; -75612.1352